Formula: C40H38AgO3P3S3
Source: the Open Molecules 2025 dataset
Level of theory: wB97M-V/def2-TZVPD

Last column: Löwdin spin population.
Geometry (Å):
Ag  1.687  -0.410  0.255  0.0054
O  -2.077  -1.147  3.454  -0.0013
S  -1.443  -1.114  2.104  0.0024
C  -2.045  -2.613  1.284  0.0011
C  -2.996  -3.353  1.972  0.0002
C  -3.351  -4.611  1.514  0.0000
C  -2.700  -5.153  0.412  0.0001
C  -1.729  -4.421  -0.253  0.0000
C  -1.412  -3.120  0.141  0.0001
P  -0.193  -2.059  -0.764  0.0005
C  -0.992  -1.767  -2.387  0.0000
C  -1.908  -2.591  -3.036  0.0000
C  -2.395  -2.250  -4.290  0.0000
C  -1.986  -1.073  -4.905  0.0000
C  -1.084  -0.239  -4.263  0.0000
C  -0.590  -0.582  -3.012  0.0001
C  1.064  -3.353  -1.137  0.0002
C  1.232  -3.947  -2.383  0.0000
C  2.198  -4.930  -2.567  0.0001
C  2.999  -5.327  -1.508  0.0000
C  2.837  -4.738  -0.260  0.0001
C  1.882  -3.752  -0.076  0.0016
C  -2.384  0.165  1.226  0.0002
C  -3.745  -0.025  1.039  0.0000
C  -4.559  1.043  0.704  0.0006
C  -4.002  2.307  0.596  0.0000
C  -2.635  2.491  0.755  0.0004
C  -1.779  1.424  1.041  -0.0001
P  0.080  1.606  1.046  0.0318
C  0.539  1.555  2.793  0.2178
C  1.968  1.193  3.042  0.0470
C  2.401  1.445  4.434  0.1994
C  1.502  1.625  5.434  0.0126
C  0.114  1.718  5.162  0.2748
C  -0.339  1.707  3.837  0.0000
C  0.247  3.396  0.642  0.0163
C  0.587  4.365  1.582  0.0055
C  0.622  5.710  1.225  0.0004
C  0.319  6.098  -0.072  -0.0002
C  0.013  5.133  -1.025  0.0005
C  -0.007  3.793  -0.671  0.0013
H  -3.412  -2.937  2.883  0.0000
H  -4.105  -5.187  2.037  0.0000
H  -2.938  -6.157  0.080  0.0000
H  -1.175  -4.879  -1.066  0.0000
H  -2.257  -3.502  -2.566  0.0000
H  -3.094  -2.909  -4.790  0.0000
H  -2.372  -0.810  -5.882  0.0000
H  -0.761  0.682  -4.734  0.0000
H  0.135  0.054  -2.515  0.0001
H  0.621  -3.631  -3.220  0.0000
H  2.329  -5.379  -3.545  0.0000
H  3.759  -6.086  -1.654  0.0000
H  3.467  -5.039  0.569  0.0000
H  1.775  -3.278  0.894  0.0030
H  -4.171  -1.012  1.176  0.0000
H  -5.621  0.892  0.551  0.0000
H  -4.632  3.164  0.387  0.0000
H  -2.231  3.489  0.649  0.0000
H  2.656  1.605  2.303  0.0128
H  3.462  1.388  4.640  0.0110
H  1.848  1.709  6.459  -0.0056
H  -0.589  1.830  5.977  0.0183
H  -1.396  1.835  3.634  -0.0053
H  0.822  4.066  2.596  0.0027
H  0.874  6.455  1.970  0.0002
H  0.332  7.147  -0.345  0.0000
H  -0.213  5.429  -2.042  0.0001
H  -0.220  3.038  -1.421  0.0001
C  7.598  2.145  -1.178  0.0000
C  6.089  2.157  -1.336  0.0000
O  5.611  0.837  -1.455  0.0001
P  4.265  0.394  -0.542  0.0005
S  2.076  -0.686  2.746  0.1352
S  2.821  0.082  -1.944  0.0011
O  4.757  -1.170  -0.275  0.0009
C  5.904  -1.377  0.536  0.0001
C  5.546  -2.103  1.817  0.0020
H  7.987  3.166  -1.149  0.0000
H  8.058  1.615  -2.014  0.0000
H  7.879  1.635  -0.254  0.0000
H  5.813  2.725  -2.231  0.0000
H  5.627  2.656  -0.475  0.0000
H  6.387  -0.422  0.768  0.0000
H  6.612  -1.961  -0.056  0.0000
H  4.727  -1.591  2.325  0.0032
H  6.419  -2.141  2.475  0.0000
H  5.221  -3.125  1.606  0.0000

## Properties
Total charge: -1
HOMO level (spin up / spin down) in eV: -3.797 / -4.113
Electronic energy in eV: -112612.87191
Expectation value of S²: 0.789
2S+1: 2